Record 1
{"formula": "C27H39N4O", "method": "ωB97M-V/def2-TZVPD", "homo_energy_ev": -1.30, "lumo_energy_ha": 0.0786, "charge": -1, "fmax_ev_per_a": 3.01, "elements": ["C", "C", "O", "N", "C", "C", "C", "C", "C", "C", "C", "C", "C", "C", "H", "H", "H", "H", "H", "H", "H", "H", "H", "H", "H", "H", "H", "H", "H", "H", "H", "H", "H", "H", "H", "H", "H", "H", "N", "C", "C", "C", "C", "C", "H", "H", "H", "H", "H", "N", "C", "C", "C", "C", "C", "H", "H", "H", "H", "H", "N", "C", "C", "C", "C", "C", "H", "H", "H", "H", "H"], "coordinates": [[0.069456, 1.355056, 1.092095], [-0.063606, 2.520540, 0.031032], [0.540944, 3.595441, 0.300622], [-0.852299, 2.467258, -1.177835], [-0.832681, 3.744474, -1.926684], [-0.543305, 1.276010, -2.022663], [0.559477, 1.556533, -3.166385], [1.167739, 0.138245, -3.597150], [2.568725, -0.078891, -2.837866], [2.283920, -0.528517, -1.317246], [3.465625, -1.537532, -0.928950], [4.133763, -1.231518, 0.492777], [4.816500, 0.234418, 0.536034], [5.229572, -2.399102, 0.755996], [-0.107533, 0.316573, 0.684291], [-0.684985, 1.536327, 1.924391], [1.131914, 1.407665, 1.503036], [0.201136, 4.164998, -2.120029], [-1.312785, 3.607327, -2.957179], [-1.508278, 4.472579, -1.367489], [-1.497300, 0.957164, -2.578426], [-0.244278, 0.388610, -1.387213], [0.059409, 2.065507, -4.061287], [1.418280, 2.189711, -2.755533], [1.349785, 0.030507, -4.711625], [0.435187, -0.658363, -3.245287], [3.125805, -0.889569, -3.414206], [3.159461, 0.903807, -2.872070], [2.353279, 0.426864, -0.689405], [3.025319, -2.596820, -0.891487], [4.311846, -1.498998, -1.703026], [3.378310, -1.248584, 1.352847], [5.953021, 0.175620, 0.482091], [4.459426, 0.847111, -0.350496], [4.523435, 0.775477, 1.494046], [5.006960, -3.234307, 0.004815], [5.057118, -2.818372, 1.795420], [6.284122, -2.030599, 0.575023], [2.719304, -1.859056, -6.075581], [3.520829, -1.328328, -7.008665], [3.605078, -1.795903, -8.310972], [2.817400, -2.878841, -8.670960], [1.980088, -3.447897, -7.723254], [1.967233, -2.902842, -6.448706], [4.119166, -0.485635, -6.677716], [4.269846, -1.325255, -9.024501], [2.855358, -3.275176, -9.679799], [1.351177, -4.294655, -7.968088], [1.326507, -3.310277, -5.673275], [-2.479787, -0.287348, 2.897014], [-3.491627, 0.317884, 2.260289], [-4.829302, 0.060533, 2.517730], [-5.141630, -0.880079, 3.487253], [-4.113116, -1.522439, 4.159604], [-2.808649, -1.191392, 3.830774], [-3.196543, 1.043163, 1.508411], [-5.606072, 0.582483, 1.973309], [-6.175825, -1.110237, 3.717125], [-4.319608, -2.262459, 4.922241], [-1.969565, -1.664034, 4.331524], [-5.509480, -0.064661, 6.932091], [-6.573206, 0.621251, 7.374088], [-6.486946, 1.735123, 8.193493], [-5.227974, 2.165964, 8.584016], [-4.110961, 1.473289, 8.142264], [-4.304327, 0.373252, 7.322311], [-7.535727, 0.244109, 7.044283], [-7.381171, 2.252026, 8.518010], [-5.118430, 3.032987, 9.225768], [-3.112894, 1.780602, 8.427118], [-3.461630, -0.198799, 6.947826]], "forces_ev_per_a": [[-0.2, -0.1, -0.5], [1.4, 2.3, 0.3], [-1.7, -2.4, -0.4], [1.7, -0.6, 0.9], [-1.0, 0.6, -0.6], [-0.5, -0.5, -1.3], [-0.2, -0.9, 0.2], [0.7, 0.5, 0.3], [-1.5, -0.5, 0.5], [1.6, 0.2, -0.9], [-0.8, 0.9, 0.9], [0.9, -0.1, -0.2], [-0.2, -0.4, -0.1], [-1.1, 0.1, -0.3], [0.2, 1.2, 0.4], [1.0, -0.1, -1.0], [-1.5, 0.0, -0.6], [-1.2, -0.4, 0.6], [0.6, -0.1, 1.5], [1.2, -0.7, -0.7], [1.1, 0.5, 0.8], [0.0, 1.2, -0.7], [0.7, -0.5, 1.3], [-1.3, -0.7, -0.6], [-0.5, 0.4, 1.1], [1.1, 0.7, -0.5], [-0.5, 1.0, 0.8], [-0.5, -1.1, -0.3], [0.2, -1.0, -0.5], [0.9, 1.2, -0.1], [-0.8, -0.2, 0.9], [0.7, -0.2, -1.4], [-1.3, 0.0, 0.1], [0.3, -0.7, 1.1], [0.5, -0.6, -1.2], [0.4, 1.0, 1.1], [0.7, 0.4, -1.1], [-1.1, -0.5, 0.5], [0.1, -0.3, -0.7], [-0.3, -0.1, 0.5], [-0.1, -0.1, 0.0], [0.0, 0.0, -0.1], [0.1, 0.1, -0.1], [0.2, 0.4, 0.3], [0.0, 0.0, 0.0], [0.0, 0.0, 0.0], [0.0, 0.0, 0.0], [0.0, 0.0, 0.0], [0.0, 0.0, 0.0], [-0.6, -0.1, 0.2], [0.6, -0.1, 0.1], [0.0, -0.1, 0.1], [-0.1, 0.0, 0.0], [0.0, 0.0, -0.1], [0.2, 0.3, -0.3], [0.0, 0.0, 0.0], [0.1, 0.0, 0.0], [0.1, 0.0, 0.0], [0.0, 0.1, 0.0], [0.0, 0.0, 0.0], [0.0, 0.5, 0.4], [0.3, -0.3, -0.2], [0.1, 0.0, 0.0], [0.0, 0.1, 0.1], [-0.1, 0.1, 0.1], [-0.3, -0.3, -0.3], [0.0, 0.1, 0.0], [0.0, 0.0, 0.0], [0.0, 0.0, 0.0], [0.0, 0.0, 0.0], [0.0, 0.1, 0.0]]}


Record 2
{"formula": "C27H40Br2N6O8P2RhS", "method": "ωB97M-V/def2-TZVPD", "multiplicity": 5, "homo_energy_ev": [-10.77, -10.79], "relative_energy_kj_mol": 15.60, "lumo_energy_ha": [-0.1300, -0.2129], "charge": 1, "fmax_ev_per_a": 1.91, "elements": ["Rh", "C", "N", "C", "P", "O", "O", "P", "O", "N", "C", "C", "N", "C", "C", "N", "C", "C", "H", "H", "H", "H", "H", "H", "H", "H", "H", "H", "H", "H", "H", "H", "H", "H", "H", "H", "H", "H", "H", "H", "H", "H", "Br", "C", "C", "C", "Br", "C", "C", "C", "C", "N", "C", "C", "O", "H", "H", "H", "H", "C", "C", "C", "C", "C", "C", "C", "S", "O", "O", "N", "C", "C", "C", "O", "O", "H", "H", "H", "H", "H", "H", "H", "H", "H", "H", "H", "H"], "coordinates": [[-0.033269, -0.204656, 0.322540], [-2.868749, 3.904932, 1.797116], [-2.714186, 3.777379, 0.358693], [-2.961675, 4.985638, -0.403734], [-1.683394, 2.624446, -0.212439], [-1.654454, 1.414961, 0.628954], [-0.220057, 3.415332, -0.187166], [1.239194, 2.760105, -0.258457], [1.271184, 1.351998, -0.704908], [1.997676, 3.694161, -1.403572], [1.754576, 5.103686, -1.589798], [3.031147, 3.115565, -2.230541], [1.773532, 2.980592, 1.306001], [3.014957, 2.320160, 1.656701], [1.578000, 4.261072, 1.955138], [-2.001424, 2.402074, -1.825557], [-2.418460, 1.074954, -2.244511], [-1.248631, 3.119420, -2.836387], [-3.880219, 4.245937, 2.020642], [-2.158035, 4.614610, 2.234089], [-2.721993, 2.924713, 2.244073], [-3.935041, 5.390246, -0.122370], [-2.988496, 4.738184, -1.461552], [-2.203477, 5.757314, -0.226629], [1.001203, 5.437593, -0.880508], [1.396089, 5.281122, -2.608337], [2.670370, 5.684975, -1.444507], [3.182662, 2.081416, -1.929388], [3.969303, 3.666922, -2.127142], [2.730427, 3.142688, -3.280890], [3.096038, 1.410814, 1.066598], [2.997451, 2.043746, 2.711329], [3.885473, 2.959422, 1.473633], [0.659370, 4.710053, 1.587349], [2.413141, 4.944181, 1.769620], [1.486194, 4.111207, 3.032274], [-2.909824, 0.574525, -1.414024], [-1.568152, 0.465220, -2.568935], [-3.121175, 1.172133, -3.073759], [-1.042779, 4.129101, -2.491490], [-1.847707, 3.171316, -3.747171], [-0.298446, 2.622095, -3.065351], [-2.865642, -3.164003, -2.833998], [-1.106231, -3.516654, -2.275303], [-0.438504, -4.655121, -2.698523], [0.873658, -4.871257, -2.333097], [1.749829, -6.429192, -2.954627], [1.583343, -3.922655, -1.552277], [2.945025, -4.014087, -1.210877], [3.526499, -3.010051, -0.474545], [2.756028, -1.905935, -0.088492], [1.481667, -1.799953, -0.396086], [0.885820, -2.773556, -1.104728], [-0.505445, -2.554520, -1.431427], [-1.120156, -1.532272, -1.014443], [-0.947314, -5.369070, -3.328297], [3.516750, -4.868591, -1.540502], [4.569768, -3.054734, -0.204319], [3.184567, -1.093801, 0.482539], [-5.074528, -4.615835, -0.347231], [-4.664950, -3.926062, 0.913906], [-4.472140, -2.548108, 0.948613], [-4.133171, -1.913137, 2.129979], [-4.009230, -2.667427, 3.278489], [-4.146602, -4.042289, 3.267532], [-4.481469, -4.666235, 2.081302], [-3.632016, -1.863503, 4.822468], [-4.022181, -2.701879, 5.908526], [-4.049860, -0.493525, 4.830487], [-1.920673, -1.869793, 4.754240], [-1.241554, -0.619255, 4.986361], [0.156478, -0.636264, 4.383384], [0.133031, -0.664907, 2.864217], [-0.834387, -1.171502, 2.255412], [1.117048, -0.190392, 2.247551], [-5.461814, -3.909294, -1.076467], [-5.836066, -5.364763, -0.140559], [-4.221864, -5.130547, -0.789077], [-4.595105, -1.966283, 0.049110], [-3.991500, -0.846755, 2.177342], [-4.024307, -4.594167, 4.184988], [-4.615008, -5.736513, 2.058322], [-1.629520, -2.290332, 3.881055], [-1.181057, -0.469432, 6.070166], [-1.843666, 0.203866, 4.576676], [0.691705, -1.526007, 4.724256], [0.723409, 0.239221, 4.694361]], "forces_ev_per_a": [[0.4, 0.3, 0.5], [0.0, -0.1, 0.3], [0.4, -0.8, -0.3], [-0.1, 0.0, -0.2], [-0.3, 1.8, -0.6], [0.2, -0.6, 0.1], [-0.5, -0.5, -0.1], [0.4, 1.7, 0.2], [0.0, -0.8, 0.0], [-0.4, -0.6, 0.8], [0.0, 0.2, 0.0], [0.1, -0.2, -0.1], [-0.5, -0.3, -1.0], [0.2, -0.2, 0.0], [-0.1, 0.2, 0.1], [0.5, 0.0, 0.9], [-0.3, -0.2, 0.0], [0.1, 0.2, -0.1], [0.0, 0.0, 0.0], [0.0, 0.0, 0.0], [0.0, 0.1, 0.2], [0.0, 0.0, 0.0], [-0.1, 0.1, -0.1], [0.0, 0.0, 0.0], [0.0, 0.2, -0.1], [0.0, 0.1, 0.0], [-0.1, 0.0, 0.0], [0.1, 0.0, -0.2], [0.0, 0.0, 0.0], [0.1, -0.1, -0.1], [0.1, -0.1, 0.1], [0.0, 0.0, 0.0], [0.0, 0.0, 0.0], [0.0, 0.1, 0.1], [0.0, 0.0, 0.0], [0.0, 0.0, 0.0], [-0.1, -0.1, -0.1], [0.0, 0.0, 0.0], [0.0, -0.1, 0.0], [0.1, 0.1, -0.2], [0.0, 0.0, 0.0], [0.0, 0.0, 0.0], [0.4, -0.2, 0.0], [-0.9, -0.3, -0.6], [-0.3, 0.0, 0.0], [0.2, -0.6, -0.4], [-0.3, 0.5, 0.2], [0.1, 0.8, 0.5], [-0.1, 0.1, 0.1], [-0.1, 0.0, -0.1], [0.2, -0.2, 0.0], [-0.5, 0.0, 0.0], [1.0, -0.4, 0.1], [-0.4, 1.1, 0.5], [0.3, -1.1, -0.4], [0.0, 0.0, 0.0], [0.1, 0.0, 0.0], [0.1, 0.0, 0.0], [0.0, 0.0, 0.1], [0.0, -0.1, 0.0], [0.0, 0.1, 0.2], [0.1, -0.1, 0.1], [-0.1, 0.1, -0.1], [0.1, 0.3, 0.6], [-0.1, -0.1, 0.0], [0.1, 0.1, -0.1], [1.8, -0.1, 0.1], [-0.3, -0.3, -0.1], [-0.3, 0.3, -0.4], [-1.1, -0.9, -0.1], [-0.2, 0.7, 0.4], [-0.4, -0.1, -0.2], [0.0, -0.4, 1.3], [-0.4, 0.0, -0.6], [0.6, 0.5, -0.9], [-0.1, 0.0, -0.1], [-0.1, 0.0, -0.1], [0.0, -0.1, -0.1], [-0.1, 0.1, -0.2], [0.0, 0.2, 0.0], [0.0, -0.1, 0.1], [0.0, -0.2, 0.0], [-0.2, 0.0, -0.1], [0.1, 0.1, -0.2], [0.3, 0.1, 0.0], [0.1, 0.0, 0.0], [0.0, 0.0, 0.0]]}


Record 3
{"formula": "C27H40Cl5N6O5PRuS", "method": "ωB97M-V/def2-TZVPD", "multiplicity": 5, "homo_energy_ev": [-13.04, -13.67], "relative_energy_kj_mol": 0.00, "lumo_energy_ha": [-0.1738, -0.2808], "charge": 2, "fmax_ev_per_a": 0.69, "elements": ["Ru", "C", "N", "C", "C", "N", "C", "C", "C", "C", "C", "C", "N", "C", "N", "C", "C", "N", "C", "C", "N", "C", "C", "H", "H", "H", "H", "H", "H", "H", "H", "H", "H", "H", "H", "H", "H", "H", "H", "H", "H", "H", "H", "H", "H", "H", "H", "H", "H", "H", "H", "Cl", "C", "C", "C", "C", "C", "Cl", "C", "S", "H", "H", "H", "Cl", "C", "Cl", "Cl", "C", "O", "O", "C", "O", "P", "O", "C", "O", "C", "H", "H", "H", "H", "H", "H", "H", "H", "H"], "coordinates": [[0.427656, -0.751305, 0.110820], [3.285832, 0.801902, 1.802533], [3.509093, 1.307536, 0.461606], [4.826996, 0.980151, -0.089362], [2.484145, 1.663060, -0.302639], [1.186146, 1.339197, 0.051004], [0.298358, 2.362298, 0.039552], [0.670923, 3.707012, 0.295469], [-0.236193, 4.717707, 0.197771], [-1.576516, 4.441532, -0.187289], [-1.982087, 3.166778, -0.423110], [-1.078494, 2.066026, -0.286659], [-1.355424, 0.786563, -0.567782], [-2.617601, 0.464518, -1.039158], [-3.698406, 0.639568, -0.270990], [-5.015059, 0.973691, -0.813433], [-3.587844, 0.804315, 1.172132], [-2.721660, -0.051700, -2.260508], [-3.841835, -0.890743, -2.680805], [-1.659635, 0.077650, -3.255809], [2.682946, 2.342383, -1.439145], [3.800194, 3.263008, -1.624918], [1.683331, 2.382792, -2.498423], [4.176070, 1.004594, 2.395711], [3.113826, -0.276109, 1.769771], [2.437578, 1.302292, 2.259557], [5.075907, -0.028181, 0.236501], [5.582179, 1.681310, 0.263772], [4.789544, 0.976702, -1.172651], [1.691284, 3.917187, 0.590022], [0.058825, 5.735136, 0.409493], [-2.275690, 5.258403, -0.291812], [-3.000185, 2.982242, -0.730629], [-4.944194, 1.202577, -1.872567], [-5.368776, 1.863295, -0.290608], [-5.733452, 0.170122, -0.655923], [-3.627187, 1.862111, 1.445609], [-2.660227, 0.373280, 1.532669], [-4.429659, 0.288422, 1.632647], [-4.388605, -1.248188, -1.814487], [-3.424976, -1.746894, -3.208416], [-4.516647, -0.361160, -3.352733], [-2.015347, 0.684164, -4.088979], [-1.396816, -0.915616, -3.617651], [-0.779183, 0.519714, -2.810665], [4.306573, 3.435874, -0.679258], [3.393488, 4.209683, -1.982693], [4.513879, 2.888226, -2.358885], [1.083732, 1.476228, -2.473129], [2.209710, 2.420910, -3.450631], [1.051199, 3.269652, -2.407739], [-1.862202, -2.390301, -0.319213], [-1.230363, -4.005422, -0.258881], [-2.062038, -5.038368, -0.615874], [-1.575108, -6.341773, -0.561571], [-0.279719, -6.600896, -0.146789], [0.547972, -5.553752, 0.215112], [2.145519, -5.914097, 0.724926], [0.101715, -4.207524, 0.167537], [1.181040, -2.967490, 0.609283], [-3.077009, -4.840397, -0.927465], [-2.217153, -7.162398, -0.847564], [0.094910, -7.611902, -0.100320], [2.037777, -2.665990, -4.107915], [3.049845, -1.702580, -3.034111], [3.542980, -0.195194, -3.856694], [4.472958, -2.611759, -2.559526], [2.255850, -1.258582, -1.788664], [1.021976, -1.035819, -1.942963], [2.838494, -1.126910, -0.711420], [1.670612, -1.887636, 3.729469], [1.038973, -0.629934, 3.437510], [-0.076720, -0.444796, 2.314057], [-0.608155, 1.011510, 2.698588], [-0.005930, 1.993866, 3.555277], [-1.288580, -1.381606, 2.739001], [-1.883174, -1.291255, 4.054875], [2.117498, -1.785453, 4.714266], [2.442832, -2.102370, 2.991973], [0.933940, -2.692506, 3.742122], [-0.821168, 2.549418, 4.014245], [0.601993, 2.669777, 2.956412], [0.591431, 1.516783, 4.327087], [-1.154545, -0.952476, 4.790569], [-2.234448, -2.286175, 4.312256], [-2.719759, -0.595922, 4.017285]], "forces_ev_per_a": [[0.2, -0.4, 0.3], [0.0, 0.0, 0.1], [-0.1, 0.0, -0.1], [0.0, 0.0, 0.0], [-0.1, 0.0, 0.1], [0.2, 0.2, 0.0], [0.0, 0.0, 0.1], [0.0, -0.1, 0.0], [-0.1, 0.0, 0.0], [0.1, 0.1, 0.0], [0.0, -0.2, 0.0], [-0.1, 0.1, -0.1], [-0.1, -0.1, 0.0], [0.1, 0.2, -0.1], [0.1, 0.0, -0.1], [0.0, 0.0, 0.0], [0.0, 0.0, 0.1], [0.0, 0.1, 0.2], [0.0, 0.0, 0.0], [0.0, -0.1, 0.0], [0.1, 0.0, 0.1], [0.0, 0.0, 0.0], [0.0, 0.0, 0.0], [0.0, 0.0, 0.0], [0.0, 0.0, 0.0], [0.0, 0.0, 0.0], [0.0, 0.0, 0.0], [0.0, 0.0, 0.0], [0.0, 0.0, 0.0], [0.0, 0.0, 0.0], [0.0, 0.0, 0.0], [0.0, 0.0, 0.0], [-0.1, 0.0, 0.0], [0.0, 0.0, 0.0], [0.0, 0.0, 0.0], [0.0, 0.0, 0.0], [0.0, 0.0, 0.0], [-0.1, 0.0, 0.0], [0.0, 0.0, 0.0], [0.0, 0.0, 0.0], [0.0, 0.0, 0.0], [0.0, 0.0, 0.0], [0.0, 0.0, 0.0], [0.1, 0.0, 0.0], [0.0, 0.0, 0.0], [0.0, 0.0, 0.0], [0.0, 0.0, 0.0], [0.0, 0.0, 0.0], [0.0, 0.0, 0.0], [0.0, 0.0, 0.0], [0.0, 0.0, 0.0], [-0.1, -0.1, -0.1], [0.1, 0.1, 0.1], [0.0, 0.0, 0.0], [0.0, 0.0, 0.0], [0.0, 0.1, 0.0], [0.0, 0.0, 0.0], [0.0, 0.0, 0.0], [-0.3, -0.2, -0.1], [-0.2, 0.7, 0.0], [0.0, 0.0, 0.0], [0.0, 0.0, 0.0], [0.0, 0.0, 0.0], [0.1, 0.0, 0.0], [0.0, 0.0, -0.1], [0.0, 0.0, 0.0], [0.0, 0.0, 0.0], [-0.1, 0.0, -0.2], [-0.4, 0.1, 0.0], [0.3, 0.1, 0.2], [0.0, -0.1, 0.0], [-0.1, 0.1, 0.0], [-0.1, 0.1, -0.1], [0.1, -0.1, -0.2], [-0.1, 0.0, 0.1], [0.0, -0.1, 0.1], [0.0, 0.0, 0.0], [0.0, 0.0, 0.0], [0.0, 0.0, 0.0], [0.0, 0.0, 0.0], [0.0, 0.0, 0.0], [0.0, 0.0, 0.0], [0.0, 0.0, 0.0], [0.0, 0.0, 0.0], [0.0, 0.0, 0.0], [0.0, 0.0, 0.0]]}